Here is C13H18Cl2ErN2O2P as an isolated structure at a distorted geometry from OMol25. Energies are from ωB97M-V/def2-TZVPD.

## Properties
spin multiplicity	4
E_LUMO (alpha / beta)	-7.5 / -7.4	eV
DFT total energy	-3042.51677	a.u.
HOMO-LUMO gap (alpha / beta)	7.18 / 7.27	eV
strongest force on any atom	5.9	eV Å⁻¹
net charge	+2

Each line ends with the Löwdin spin population.
Atoms and positions in Å:
C1 -0.050 -4.483 -4.550  0.000
C2 0.148 -3.679 -3.307  0.000
H1 -1.106 -4.659 -4.755  0.000
H2 0.447 -5.463 -4.493  0.000
H3 0.373 -3.952 -5.415  0.000
O1 -0.685 -3.110 -2.560  -0.003
Cl1 1.864 -3.488 -2.938  0.000
Er1 -0.126 -1.411 -0.673  3.032
P1 -0.031 1.604 -1.525  -0.005
C3 -1.341 2.895 -1.658  -0.001
C4 1.408 2.743 -1.533  -0.001
H4 0.875 0.423 -3.441  0.000
H5 0.154 1.996 -3.881  0.000
H6 -0.880 0.580 -3.553  0.000
C5 0.036 1.093 -3.270  0.000
H7 2.332 2.170 -1.581  0.000
H8 1.361 3.427 -2.391  0.000
H9 -1.109 3.593 -2.489  0.000
H10 -1.414 3.454 -0.714  0.000
H11 1.444 3.338 -0.619  0.000
H12 -2.308 2.407 -1.836  0.000
C6 -1.501 0.292 0.436  -0.004
O2 -2.214 0.998 1.041  0.001
Cl2 2.181 -0.635 -0.622  -0.013
N1 -0.001 -3.125 3.212  0.001
C7 -0.001 -2.830 1.893  0.000
N2 0.071 -1.498 1.724  -0.006
C8 0.146 -0.899 3.017  0.000
C9 0.224 0.425 3.470  0.000
C10 0.304 0.642 4.868  0.000
C11 0.283 -0.431 5.787  0.000
C12 0.164 -1.756 5.334  0.000
C13 0.090 -1.940 3.959  0.000
H13 -0.078 -4.052 3.618  0.000
H14 -0.079 -3.559 1.067  0.000
H15 0.231 1.239 2.730  0.000
H16 0.395 1.657 5.272  0.000
H17 0.362 -0.246 6.864  0.000
H18 0.148 -2.627 6.001  0.000

***

Here is one molecule with the formula C13H18N2 at a distorted geometry from OMol25. Energies are from ωB97M-V/def2-TZVPD.

## Properties
spin multiplicity	1
E_LUMO	0.8	eV
energy relative to the best compared isomer or geometry (same formula, charge and spin)	388.3	kJ/mol
DFT total energy	-615.53289	a.u.
HOMO-LUMO gap	8.47	eV
strongest force on any atom	5.3	eV Å⁻¹
SMILES	C#CN(C)c1ccccc1NC(C)(C)C

Each line ends with the Mulliken charge.
Atoms and positions in Å:
C1 -1.315 -1.143 3.621  -0.281
C2 -0.597 -1.387 2.715  -0.197
N1 0.189 -1.407 1.645  0.389
C3 1.529 -1.705 1.884  -1.174
C4 -0.482 -1.588 0.404  0.567
C5 -0.727 -2.819 -0.109  -0.410
C6 -1.065 -2.969 -1.434  -0.779
C7 -1.207 -1.861 -2.267  -0.714
C8 -1.137 -0.583 -1.718  0.058
C9 -0.717 -0.435 -0.414  -0.112
N2 -0.391 0.744 0.146  -0.166
C10 0.228 1.853 -0.573  1.373
C11 1.450 1.528 -1.479  -1.691
C12 -0.801 2.673 -1.280  -1.645
C13 0.854 2.620 0.624  -2.288
H1 -1.833 -1.351 4.598  0.356
H2 1.960 -0.929 2.538  0.377
H3 1.707 -2.710 2.338  0.323
H4 2.209 -1.665 1.077  0.413
H5 -0.493 -3.667 0.608  0.316
H6 -1.376 -3.915 -1.760  0.414
H7 -1.442 -1.894 -3.329  0.389
H8 -1.302 0.367 -2.353  0.077
H9 -0.305 0.796 1.135  0.378
H10 1.993 2.364 -1.821  0.455
H11 2.147 0.881 -0.997  0.370
H12 1.026 1.085 -2.361  0.443
H13 -1.436 2.976 -0.495  0.393
H14 -1.347 2.190 -2.069  0.351
H15 -0.356 3.478 -1.773  0.476
H16 1.385 3.455 0.404  0.535
H17 0.171 3.034 1.344  0.436
H18 1.481 1.985 1.152  0.571

***

Here is a 2-piece molecular cluster, C13H18N2O overall at a distorted geometry from OMol25. Energies are from ωB97M-V/def2-TZVPD.

## Properties
spin multiplicity	1
E_LUMO	0.3	eV
energy relative to the best compared isomer or geometry (same formula, charge and spin)	1196.3	kJ/mol
DFT total energy	-690.49135	a.u.
HOMO-LUMO gap	9.36	eV
strongest force on any atom	12.6	eV Å⁻¹
SMILES	C#CCCC[C@@H](C#N)[C@@H](C)C#N.CC(C)=O

Each line ends with the Mulliken charge.
Atoms and positions in Å:
C1 2.397 1.439 0.478  -0.423
C2 2.083 0.791 -0.754  -0.191
C3 1.433 0.078 -2.121  -0.294
C4 -0.157 -0.301 -1.766  -0.543
C5 -1.222 0.668 -2.588  -0.807
C6 -2.175 1.587 -1.616  0.076
C7 -2.393 3.077 -2.344  -0.060
N1 -2.639 4.344 -2.610  -0.461
C8 -3.677 0.985 -1.353  0.163
C9 -3.748 -0.645 -1.168  -1.071
C10 -4.183 1.639 0.100  0.098
N2 -4.472 2.196 1.256  -0.461
H1 2.265 1.917 1.564  0.331
H2 1.996 -0.941 -2.267  0.254
H3 1.526 0.783 -3.061  0.347
H4 -0.327 -1.449 -1.963  0.318
H5 -0.272 -0.078 -0.600  0.315
H6 -0.552 1.434 -3.209  0.453
H7 -1.803 0.008 -3.361  0.275
H8 -1.630 1.731 -0.581  0.437
H9 -4.469 1.269 -2.174  0.340
H10 -4.853 -0.916 -0.807  0.380
H11 -3.614 -1.241 -2.189  0.300
H12 -2.983 -1.020 -0.335  0.251
C11 3.105 -2.243 2.177  -0.784
C12 3.259 -1.149 3.199  0.716
C13 3.638 -1.554 4.598  -1.109
O1 3.081 0.032 2.902  -0.491
H13 2.829 -1.804 1.213  0.089
H14 4.051 -2.778 2.060  0.313
H15 2.314 -2.932 2.487  0.315
H16 4.608 -2.058 4.589  0.310
H17 2.871 -2.211 5.015  0.314
H18 3.713 -0.660 5.227  0.300

***

Here is a 2-piece molecular cluster, C13H18N2O2 overall at a distorted geometry from OMol25. Energies are from ωB97M-V/def2-TZVPD.

## Properties
spin multiplicity	1
E_LUMO	-0.9	eV
energy relative to the best compared isomer or geometry (same formula, charge and spin)	449.6	kJ/mol
DFT total energy	-765.98205	a.u.
HOMO-LUMO gap	4.05	eV
strongest force on any atom	4.7	eV Å⁻¹

Each line ends with the Mulliken charge.
Atoms and positions in Å:
C1 -0.461 -2.847 -0.087  -1.189
N1 -0.519 -1.550 -0.711  -0.261
C2 -0.831 -1.281 -1.969  0.580
C3 -0.893 0.035 -2.547  -0.446
C4 -1.048 0.196 -3.915  -0.556
C5 -1.293 -0.909 -4.739  -0.455
C6 -1.328 -2.195 -4.177  -0.539
C7 -1.133 -2.381 -2.821  -0.497
C8 0.164 -0.145 1.009  -1.164
H1 0.209 -3.550 -0.623  0.333
H2 -0.065 -2.735 0.942  0.277
H3 -1.491 -3.269 -0.024  0.367
H4 -0.766 0.885 -1.894  0.378
H5 -0.994 1.194 -4.343  0.333
H6 -1.456 -0.774 -5.816  0.316
H7 -1.518 -3.065 -4.802  0.318
H8 -1.173 -3.371 -2.359  0.276
H9 -0.888 -0.388 0.962  0.560
H10 0.798 -1.015 0.865  0.509
O1 1.627 2.692 -0.248  -0.578
C9 1.381 1.667 0.358  0.410
C10 1.781 1.285 1.764  0.026
C11 1.820 2.463 2.721  -0.847
C12 0.521 2.409 3.571  -0.537
C13 -0.419 1.395 2.917  -0.508
N2 0.573 0.496 2.156  0.052
O2 0.461 0.759 -0.058  -0.221
H11 2.633 0.579 1.785  0.536
H12 2.705 2.255 3.329  0.284
H13 1.939 3.373 2.097  0.398
H14 0.813 2.078 4.581  0.301
H15 0.030 3.380 3.567  0.327
H16 -0.993 0.758 3.607  0.413
H17 -1.051 1.806 2.113  0.320
H18 0.866 -0.234 2.789  0.483

***

Here is one molecule with the formula C13H18N2O2S at a distorted geometry from OMol25. Energies are from ωB97M-V/def2-TZVPD.

## Properties
spin multiplicity	1
E_LUMO	0.7	eV
energy relative to the best compared isomer or geometry (same formula, charge and spin)	129.9	kJ/mol
DFT total energy	-1164.33207	a.u.
HOMO-LUMO gap	9.15	eV
strongest force on any atom	1.0	eV Å⁻¹
SMILES	O=S(=O)(c1ccccc1)N1CCN2CCC[C@H]2C1

Each line ends with the Mulliken charge.
Atoms and positions in Å:
O1 1.259 1.787 -1.929  -0.701
S1 1.436 1.689 -0.505  1.355
O2 1.770 2.881 0.218  -0.736
C1 2.645 0.420 -0.144  -0.110
C2 2.918 0.144 1.181  -0.290
C3 3.843 -0.840 1.488  -0.652
C4 4.479 -1.531 0.468  -0.345
C5 4.198 -1.243 -0.858  -0.626
C6 3.272 -0.260 -1.169  -0.039
N1 0.076 1.018 0.229  0.122
C7 -0.951 1.989 0.558  -0.573
C8 -2.017 1.287 1.406  -1.022
N2 -2.562 0.108 0.777  -0.036
C9 -3.526 0.293 -0.290  -0.584
C10 -3.707 -1.129 -0.820  -0.615
C11 -2.337 -1.795 -0.599  -0.953
C12 -1.551 -0.807 0.277  0.083
C13 -0.457 -0.088 -0.536  -1.061
H1 2.407 0.707 1.945  0.412
H2 4.069 -1.068 2.519  0.393
H3 5.201 -2.298 0.709  0.382
H4 4.699 -1.783 -1.648  0.395
H5 3.027 -0.004 -2.188  0.465
H6 -0.469 2.795 1.110  0.497
H7 -1.396 2.408 -0.357  0.310
H8 -2.835 1.976 1.626  0.423
H9 -1.559 0.970 2.348  0.362
H10 -3.171 0.963 -1.089  0.254
H11 -4.449 0.709 0.121  0.448
H12 -4.008 -1.139 -1.866  0.336
H13 -4.471 -1.642 -0.237  0.278
H14 -2.449 -2.755 -0.098  0.352
H15 -1.817 -1.965 -1.541  0.330
H16 -1.072 -1.291 1.135  0.413
H17 0.367 -0.774 -0.749  0.479
H18 -0.861 0.271 -1.494  0.253

***

Here is C13H18N2O3S6Sc as an isolated structure from OMol25. Energies are from ωB97M-V/def2-TZVPD.

## Properties
spin multiplicity	1
E_LUMO	-3.8	eV
energy relative to the best compared isomer or geometry (same formula, charge and spin)	38.6	kJ/mol
DFT total energy	-3991.04397	a.u.
HOMO-LUMO gap	6.64	eV
strongest force on any atom	0.9	eV Å⁻¹
net charge	+1

Each line ends with the Mulliken charge.
Atoms and positions in Å:
Sc1 -0.397 0.635 0.742  1.308
S1 3.326 -3.631 4.922  -0.167
C1 2.789 -2.412 4.008  0.097
S2 1.549 -1.297 4.582  -0.034
C2 1.407 -0.321 3.178  0.482
C3 2.267 -0.658 2.139  0.185
S3 2.374 0.177 0.708  -0.189
S4 3.281 -2.078 2.388  -0.048
S5 0.242 0.944 3.219  -0.337
N1 -2.581 0.566 0.330  -0.695
C4 -3.652 0.127 0.381  0.500
N2 -4.851 -0.367 0.428  0.035
C5 -5.492 -0.965 -0.768  -0.711
C6 -5.837 -2.434 -0.500  -0.540
C7 -6.039 -2.698 1.003  -0.621
C8 -6.650 -1.469 1.677  -0.617
C9 -5.632 -0.330 1.696  -0.723
H1 -4.813 -0.854 -1.608  0.432
H2 -6.384 -0.381 -0.985  0.299
H3 -5.058 -3.085 -0.895  0.324
H4 -6.753 -2.664 -1.043  0.320
H5 -5.081 -2.927 1.476  0.290
H6 -6.673 -3.571 1.144  0.365
H7 -6.944 -1.682 2.704  0.368
H8 -7.555 -1.163 1.147  0.319
H9 -4.933 -0.460 2.520  0.451
H10 -6.114 0.641 1.799  0.296
O1 0.076 2.586 0.118  -0.498
S6 1.160 3.645 0.396  0.435
C10 0.487 5.163 -0.329  -0.725
C11 0.918 5.184 -1.790  -0.549
C12 2.365 4.698 -1.783  -0.723
C13 2.370 3.420 -0.949  -0.537
H11 0.923 5.988 0.238  0.428
H12 -0.586 5.138 -0.151  0.389
H13 0.823 6.187 -2.207  0.359
H14 0.292 4.513 -2.380  0.272
H15 3.013 5.451 -1.328  0.325
H16 2.745 4.500 -2.784  0.337
H17 3.334 3.158 -0.520  0.435
H18 1.979 2.569 -1.505  0.306
O2 0.872 -0.548 -0.302  -0.250
O3 0.073 -1.262 0.611  -0.392